67
Properties=species:S:1:pos:R:3 method="wB97M-V/def2-TZVPD" relative_energy_kj_mol=191.3 charge=+1 homo_ev="-10.33 / -10.44" spin_multiplicity=1
Os 0.862 1.431 -1.401
O 0.582 0.279 3.112
C 1.862 0.622 3.425
C 2.299 0.609 4.746
C 3.605 0.928 5.058
C 4.506 1.250 4.052
C 4.082 1.259 2.739
C 2.756 0.961 2.405
C 2.362 1.036 0.982
O 1.156 1.338 0.615
N 3.316 0.834 0.121
N 2.947 0.990 -1.193
C 4.009 1.003 -1.969
S 5.548 0.818 -1.181
C 6.503 0.735 -2.731
C 5.800 1.566 -3.775
S 4.008 1.234 -3.679
H 0.119 0.040 3.921
H 1.606 0.337 5.536
H 3.921 0.925 6.093
H 5.532 1.491 4.295
H 4.760 1.507 1.937
H 6.581 -0.312 -3.021
H 7.496 1.123 -2.510
H 6.113 1.304 -4.784
H 5.945 2.633 -3.613
Br 0.833 1.301 -3.805
C 1.593 3.488 -1.484
Br 2.281 4.190 0.176
H 0.811 4.167 -1.801
H 2.413 3.515 -2.198
S 0.198 -0.972 -1.088
Sb -2.059 -1.048 -0.483
C -3.111 -1.603 -2.251
C -3.943 -2.715 -2.216
C -4.584 -3.118 -3.379
C -4.384 -2.418 -4.560
C -3.549 -1.309 -4.585
C -2.906 -0.894 -3.428
C -2.102 -2.668 0.884
C -2.484 -2.459 2.203
C -2.503 -3.533 3.080
C -2.147 -4.800 2.638
C -1.759 -4.999 1.320
C -1.731 -3.931 0.437
C -2.873 0.694 0.449
C -2.083 1.386 1.361
C -2.549 2.594 1.865
C -3.783 3.086 1.465
C -4.566 2.380 0.559
C -4.110 1.179 0.036
H -4.090 -3.263 -1.293
H -5.238 -3.979 -3.361
H -4.877 -2.740 -5.467
H -3.392 -0.766 -5.507
H -2.255 -0.029 -3.455
H -2.767 -1.470 2.544
H -2.799 -3.385 4.110
H -2.170 -5.637 3.323
H -1.478 -5.986 0.978
H -1.418 -4.076 -0.591
H -1.103 1.020 1.646
H -1.928 3.158 2.548
H -4.130 4.036 1.850
H -5.524 2.772 0.245
H -4.704 0.642 -0.695
Se -1.307 2.248 -1.253